Formula: C18H24BN11PTi
Source: the OMol25 dataset
Level of theory: wB97M-V/def2-TZVPD

Properties
E = -2517.37442 Eh
HOMO (spin up / spin down) = -17.11 / -17.11 eV
Energy relative to the best compared isomer or geometry (same formula, charge and spin) = 0.000 eV
Gap between HOMO and LUMO (spin up / spin down) = 5.50 / 5.49 eV
Charge = +3

The geometry in XYZ format:
```
56
Properties=species:S:1:pos:R:3:forces:R:3
Ti 0.055 -0.026 0.029 0.1 0.3 0.0
C 3.136 1.556 2.328 -0.1 -0.1 0.0
C 2.186 0.573 2.239 0.1 -0.1 0.1
N 1.497 0.706 1.069 0.0 0.1 0.0
N 2.020 1.798 0.415 0.0 0.2 -0.1
C 2.998 2.308 1.153 -0.1 -0.1 -0.1
B 1.533 2.312 -1.015 0.0 0.0 0.1
N 1.650 1.072 -1.975 0.1 0.0 -0.2
C 2.243 0.924 -3.154 0.0 0.1 0.1
C 2.016 -0.372 -3.637 -0.1 -0.1 0.1
C 1.258 -0.984 -2.678 0.0 -0.1 0.0
N 1.018 -0.117 -1.652 -0.1 0.2 0.1
N -0.006 2.621 -0.900 0.0 0.0 0.1
C -0.753 3.625 -1.354 0.1 0.0 0.0
C -2.096 3.385 -1.057 0.0 -0.1 0.1
C -2.107 2.168 -0.419 -0.1 0.1 0.0
N -0.838 1.693 -0.322 0.1 -0.3 0.1
N 2.328 3.477 -1.423 0.0 0.1 0.0
C 2.256 4.788 -1.012 0.1 0.0 0.1
C 3.433 5.391 -1.342 -0.2 0.0 0.0
C 4.199 4.373 -1.956 0.0 0.0 0.1
N 3.554 3.230 -1.981 0.0 -0.2 -0.1
H 3.842 1.719 3.123 0.0 0.0 0.0
H 1.944 -0.226 2.921 0.0 0.0 0.0
H 3.547 3.170 0.802 0.0 0.0 0.0
H 2.813 1.743 -3.564 0.0 0.0 0.0
H 2.375 -0.788 -4.562 0.0 0.0 0.0
H 0.862 -1.987 -2.633 0.1 0.0 -0.1
H -0.304 4.453 -1.879 0.0 0.0 0.0
H -2.934 4.023 -1.282 0.0 0.0 0.0
H -2.933 1.602 -0.016 0.0 0.1 0.0
H 1.400 5.181 -0.489 0.0 0.0 0.0
H 3.701 6.420 -1.178 0.0 0.0 0.0
H 5.194 4.437 -2.367 0.0 0.0 0.0
C -1.806 -4.920 1.718 0.0 0.0 0.0
N -2.042 -4.426 0.372 0.2 0.0 0.0
C -3.411 -3.951 0.236 -0.2 -0.2 -0.1
N -3.697 -2.893 1.195 0.0 0.2 0.1
C -3.484 -3.370 2.553 0.0 0.0 0.0
N -2.096 -3.847 2.686 0.2 0.2 0.1
C -1.134 -2.898 2.858 -0.1 -0.1 -0.1
P -1.127 -1.896 0.991 -0.1 0.0 -0.3
C -1.061 -3.487 -0.085 0.2 -0.2 0.1
C -3.034 -1.658 0.902 -0.2 0.1 0.3
H -0.775 -5.253 1.835 0.0 0.0 0.0
H -2.473 -5.758 1.921 0.0 0.0 0.0
H -4.088 -4.783 0.427 0.0 0.0 0.0
H -3.584 -3.593 -0.779 0.0 0.0 0.0
H -4.157 -4.202 2.755 0.0 0.0 0.0
H -3.674 -2.578 3.277 0.0 0.0 0.0
H -0.116 -3.267 2.932 0.0 0.0 0.0
H -1.378 -2.099 3.551 0.0 0.0 0.0
H -0.064 -3.920 0.003 0.0 0.1 0.0
H -1.252 -3.232 -1.127 0.0 0.1 0.0
H -3.312 -1.314 -0.093 0.0 0.0 0.0
H -3.319 -0.906 1.641 0.0 0.0 -0.1
```
Forces are in eV/Å.